Computed, not measured: C41H42F2MnN6O2S7 as an isolated structure, with ωB97M-V/def2-TZVPD.

Output
Net charge ... 0
LUMO (alpha / beta) ... -0.8 / -0.8 eV
E_HOMO (alpha / beta) ... -6.6 / -6.6 eV
Spin multiplicity ... 6
Gap between HOMO and LUMO (alpha / beta) ... 5.792 / 5.789 eV

```
101
C41H42F2MnN6O2S7 | the Open Molecules 2025 dataset | ωB97M-V/def2-TZVPD
Mn -0.0595 0.7524 0.3444
F -3.2225 -0.8376 4.7059
C -1.9775 -0.7233 4.1834
C -1.7850 0.0442 3.0530
C -0.5216 0.1762 2.4724
C 0.5601 -0.4387 3.1483
C 0.3054 -1.2413 4.2589
F 1.3077 -1.9331 4.8641
C -0.9523 -1.4133 4.7976
C 1.9395 -0.1054 2.6910
C 3.0783 -0.2596 3.4818
C 4.3022 0.1874 3.0123
C 4.3786 0.7790 1.7641
C 3.2067 0.8996 1.0359
N 2.0266 0.4786 1.4830
H -2.6510 0.5464 2.6431
H -1.1116 -2.0421 5.6605
H 3.0067 -0.7092 4.4579
H 5.1875 0.0754 3.6252
H 5.3122 1.1363 1.3547
H 3.2130 1.3446 0.0500
C 1.0827 3.1116 3.5104
C 0.7117 3.7946 2.2394
N 0.3510 3.2091 1.1350
C 0.0507 4.1323 0.1582
C 0.2041 5.4318 0.5191
S 0.7329 5.5160 2.1367
C -0.3794 3.6428 -1.1458
C -0.6915 4.4010 -2.2271
S -1.0772 3.3890 -3.5431
C -0.7961 1.9997 -2.5769
N -0.4590 2.2821 -1.3467
C -0.9102 0.6404 -3.1637
H 0.9420 2.0427 3.3973
H 0.4439 3.4539 4.3253
H 2.1193 3.3209 3.7773
H 0.0646 6.3136 -0.0817
H -0.6687 5.4728 -2.3174
H -1.5183 0.6587 -4.0672
H -1.3635 -0.0333 -2.4388
H 0.0940 0.2848 -3.4107
C 3.1167 -2.6358 0.4536
C 1.7691 -3.3559 0.3185
C 1.6152 -4.3590 1.4573
C 1.7117 -4.0683 -1.0310
N 0.5955 -2.4618 0.4354
N 0.6306 -1.3059 -0.3967
H 3.9191 -3.3758 0.4477
H 3.1753 -2.0885 1.3949
H 3.3182 -1.9436 -0.3681
H 2.3988 -5.1151 1.4064
H 0.6460 -4.8570 1.3998
H 1.6907 -3.8581 2.4260
H 2.5968 -4.6910 -1.1657
H 1.6912 -3.3481 -1.8523
H 0.8312 -4.7104 -1.0977
H 0.5155 -2.1305 1.3918
H 0.1869 -1.5261 -1.2855
H 1.5896 -1.0250 -0.6188
C 5.9926 -0.1248 -3.3403
S 5.9076 0.6856 -1.7244
C 4.7183 1.9204 -2.0705
C 3.4188 1.6882 -2.3896
S 2.5716 0.1982 -2.4843
S 2.5029 3.1539 -2.6701
C 3.7127 4.3302 -2.3123
S 3.4144 5.9529 -2.2917
S 5.2312 3.5956 -1.9763
H 6.6943 -0.9511 -3.2400
H 6.3524 0.5707 -4.0948
H 5.0067 -0.5061 -3.6016
C -5.4023 -0.2011 -2.7309
O -4.7877 -1.1231 -1.8453
C -3.6737 -1.7602 -2.2657
C -3.2448 -1.7910 -3.5881
C -2.1098 -2.5053 -3.9429
C -1.3881 -3.1997 -2.9849
C -1.8150 -3.1776 -1.6666
C -2.9376 -2.4559 -1.2979
N -3.3832 -2.5760 0.0473
C -3.9968 -1.7353 0.8737
C -4.1336 -0.3473 0.8415
C -5.1703 0.2092 1.6450
C -5.3811 1.5507 1.7012
C -4.5180 2.4087 0.9736
C -3.4688 1.9272 0.2506
C -3.1895 0.5214 0.1781
O -2.1314 0.0817 -0.3607
H -6.1745 0.2974 -2.1511
H -5.8564 -0.7107 -3.5838
H -4.6792 0.5381 -3.0843
H -3.7999 -1.2585 -4.3472
H -1.7908 -2.5139 -4.9766
H -0.4992 -3.7531 -3.2561
H -1.2535 -3.6764 -0.8854
H -3.2897 -3.5156 0.4021
H -4.4534 -2.2444 1.7183
H -5.8111 -0.4652 2.2011
H -6.1847 1.9606 2.2963
H -4.6804 3.4793 1.0167
H -2.7933 2.5973 -0.2651
```



Computed, not measured: a 2-piece molecular cluster, C2H10NO overall at a distorted geometry, with ωB97M-V/def2-TZVPD.

Output
Net charge ... +1
LUMO ... -3.6 eV
E_HOMO ... -15.3 eV
Gap between HOMO and LUMO ... 11.644 eV

```
14
C2H10NO | the Open Molecules 2025 dataset | ωB97M-V/def2-TZVPD
N 1.7192 1.6099 -0.7565
H 2.6993 1.8499 -0.6222
H 1.2454 0.8526 -0.0348
H 1.1458 2.4530 -0.7812
H 1.6599 1.2282 -1.7028
C -0.3922 -1.3142 0.2078
O 0.4910 -0.1626 0.5132
C -1.8485 -0.7509 0.4029
H -0.2341 -1.5397 -0.8526
H -0.3802 -2.2104 0.8217
H 0.4061 -0.1774 1.4754
H -2.0066 0.2769 0.0586
H -2.4935 -1.3707 -0.2122
H -2.0116 -0.7446 1.4828
```



Computed, not measured: a 2-piece molecular cluster, C2H8O2 overall at a distorted geometry, with ωB97M-V/def2-TZVPD.

Output
SMILES ... CCO.O
Net charge ... 0
LUMO ... 0.5 eV
E_HOMO ... -10.3 eV
Gap between HOMO and LUMO ... 10.762 eV

```
12
C2H8O2 | the Open Molecules 2025 dataset | ωB97M-V/def2-TZVPD
C 0.0000 0.0000 0.0000
C -0.0093 1.0052 1.2330
O 0.4162 2.3260 0.8577
H 0.9885 0.0809 -0.4826
H -0.7736 0.2849 -0.7328
H -0.1633 -1.0506 0.2935
H -1.0118 1.1009 1.6925
H 0.6969 0.6957 2.0273
H 0.5889 2.7826 1.7075
O 2.8359 2.6126 3.6036
H 1.8885 2.8601 3.5068
H 2.9101 2.2705 4.5232
```



Computed, not measured: a 2-piece molecular cluster, C2H3ClN4O2S overall at a distorted geometry, with ωB97M-V/def2-TZVPD.

Output
Net charge ... 0
LUMO ... -0.2 eV
E_HOMO ... -9.1 eV
Gap between HOMO and LUMO ... 8.855 eV

```
13
C2H3ClN4O2S | the Open Molecules 2025 dataset | ωB97M-V/def2-TZVPD
C 1.2348 0.0901 0.1504
C -0.3896 -0.8427 -1.1820
N 0.4583 1.0173 -0.4052
N -0.4426 0.4104 -1.1631
N 0.9744 -1.1618 -0.2318
N 2.1325 0.4840 1.0270
O -3.2476 0.0767 -0.2019
O -2.2664 1.9862 0.8282
S -2.6132 1.3414 -0.4535
Cl -1.2820 -2.1334 -1.7590
H 1.0997 -2.0646 0.3049
H 1.8135 1.1286 1.6875
H 2.5281 -0.3322 1.3985
```



Computed, not measured: a 8-piece molecular cluster, C22H60O8 overall at a distorted geometry, with ωB97M-V/def2-TZVPD.

Output
SMILES ... CC(C)O.CC(C)O.CC(C)O.CC(C)O.CC(C)O.CC(C)O.CC(C)O.CO
Net charge ... 0
LUMO ... 0.5 eV
E_HOMO ... -9.4 eV
Gap between HOMO and LUMO ... 9.883 eV

```
90
C22H60O8 | the Open Molecules 2025 dataset | ωB97M-V/def2-TZVPD
C -3.2583 4.5871 -3.2216
C -2.3963 3.5471 -2.4586
C -1.9443 2.3171 -3.2876
O -1.1123 4.2881 -2.2936
H -4.1043 3.9691 -3.6176
H -2.7313 5.0201 -4.3196
H -3.5023 5.4461 -2.7466
H -2.7253 3.2311 -1.5876
H -2.6833 1.6501 -3.4906
H -1.3203 1.6621 -2.6876
H -1.4883 2.5091 -4.3226
H -0.7013 4.0061 -1.5296
C -0.1293 -6.3169 -2.7006
C -0.3013 -4.8509 -2.2876
C 0.3717 -4.5629 -0.8536
O 0.4097 -4.2279 -3.3466
H -0.7203 -6.6659 -3.5076
H -0.5883 -6.9589 -1.9396
H 0.6947 -6.5219 -3.0166
H -1.2193 -4.5089 -2.2526
H 0.2917 -3.5139 -0.8806
H 1.4337 -4.8369 -0.7556
H -0.4243 -4.6129 0.0884
H -0.1263 -3.6919 -3.8836
C 2.5187 2.4171 -1.4156
C 2.9587 2.3701 0.0704
C 3.6467 3.6671 0.5214
O 1.9317 2.0731 0.9384
H 3.3597 2.5231 -2.0736
H 1.7677 3.0261 -1.5666
H 2.0677 1.4551 -1.5756
H 3.9107 1.7131 0.1324
H 2.9767 4.2801 0.1044
H 4.5417 3.6541 0.1224
H 3.7517 3.7241 1.5774
H 1.7897 1.0461 1.0294
C -2.1513 -1.6309 -3.4956
C -1.7163 -1.7929 -4.9486
C -0.4413 -0.9479 -5.3336
O -1.4013 -3.1559 -5.1896
H -1.4013 -1.6259 -2.6306
H -2.8753 -2.1689 -3.2066
H -2.5133 -0.6739 -3.6746
H -2.5573 -1.4419 -5.6196
H -0.2413 -1.0559 -6.4466
H 0.3827 -1.1489 -4.6776
H -0.3643 0.1561 -4.8136
H -1.6993 -3.5809 -6.0786
C 4.7677 -2.5439 4.0404
C 3.7747 -1.3229 4.0214
C 3.4447 -0.8709 2.6154
O 2.7017 -1.5229 4.8684
H 5.5347 -2.4249 3.3084
H 4.1787 -3.3469 3.4514
H 5.2577 -2.8679 4.8204
H 4.2527 -0.4629 4.4494
H 4.3117 -0.6689 2.2194
H 2.7267 0.0311 2.6444
H 3.1377 -1.5729 2.0934
H 3.0617 -1.5739 5.6594
C -1.7063 5.4721 1.1064
C -1.2103 4.0131 1.4864
C -2.3313 2.9321 1.6894
O -0.3113 3.6131 0.4614
H -0.9903 6.2451 0.9944
H -2.2883 5.7261 1.9464
H -2.5603 5.4751 0.2904
H -0.6813 3.9541 2.3474
H -3.2083 3.3141 2.3234
H -1.9813 1.9421 1.8984
H -3.0833 2.6691 0.8204
H 0.3967 3.2901 0.9264
C -1.9673 -1.9769 3.5934
C -0.8693 -1.2469 4.3714
C -0.8913 -1.7199 5.7704
O 0.2767 -1.8779 3.7094
H -1.9343 -2.9509 3.4494
H -2.2153 -1.4879 2.6364
H -3.0783 -1.8369 4.2234
H -0.8943 -0.2739 4.3074
H -1.6493 -1.3679 6.3454
H 0.0927 -1.3249 6.1224
H -0.8023 -2.7839 5.9244
H 1.1077 -1.6689 4.2214
C -0.9163 -0.5299 0.3664
O -0.0623 0.0601 1.2484
H -1.0413 -1.5789 0.3744
H -0.7623 -0.2709 -0.6216
H -1.8313 0.1201 0.5804
H 0.2737 -0.6289 2.0404
```



Please write out number 2 again, unchanged.
Computed, not measured: a 2-piece molecular cluster, C2H10NO overall at a distorted geometry, with ωB97M-V/def2-TZVPD.

Output
Net charge ... +1
LUMO ... -3.6 eV
E_HOMO ... -15.3 eV
Gap between HOMO and LUMO ... 11.644 eV

```
14
C2H10NO | the Open Molecules 2025 dataset | ωB97M-V/def2-TZVPD
N 1.7192 1.6099 -0.7565
H 2.6993 1.8499 -0.6222
H 1.2454 0.8526 -0.0348
H 1.1458 2.4530 -0.7812
H 1.6599 1.2282 -1.7028
C -0.3922 -1.3142 0.2078
O 0.4910 -0.1626 0.5132
C -1.8485 -0.7509 0.4029
H -0.2341 -1.5397 -0.8526
H -0.3802 -2.2104 0.8217
H 0.4061 -0.1774 1.4754
H -2.0066 0.2769 0.0586
H -2.4935 -1.3707 -0.2122
H -2.0116 -0.7446 1.4828
```



Question: What is the net charge in the fifth record?
Answer: 0